{"formula": "C41H79Al2BeCaF10N7O11PS", "method": "the ωB97M-V functional and the def2-TZVPD basis", "total_charge": 1, "total_energy_ha": -5735.46347, "gap_ev": 1.177, "symbols": ["C", "C", "C", "C", "C", "C", "F", "C", "N", "C", "C", "O", "C", "C", "O", "N", "C", "C", "O", "C", "C", "S", "C", "C", "C", "C", "C", "C", "C", "C", "N", "C", "C", "C", "O", "C", "C", "O", "H", "H", "H", "H", "H", "H", "H", "H", "H", "H", "H", "H", "H", "H", "H", "H", "H", "H", "H", "H", "H", "H", "H", "H", "H", "H", "H", "H", "H", "H", "H", "H", "H", "H", "H", "H", "H", "H", "H", "H", "H", "H", "H", "H", "H", "C", "O", "O", "O", "H", "Be", "F", "O", "P", "N", "C", "C", "N", "C", "C", "N", "C", "C", "H", "H", "H", "H", "H", "H", "H", "H", "H", "H", "H", "H", "H", "H", "H", "H", "H", "H", "F", "Al", "F", "F", "F", "F", "Al", "F", "F", "F", "Ca", "C", "O", "N", "C", "C", "H", "H", "H", "H", "H", "H", "H", "C", "C", "C", "O", "H", "H", "H", "H", "H", "H", "H", "H"], "coordinates": [[-2.82204, 1.10904, 6.31714], [-2.07631, 0.85073, 5.38806], [-0.95660, 0.52597, 4.29872], [0.38744, 1.30956, 4.60141], [1.07047, 1.99428, 3.34497], [2.67250, 1.94539, 3.53662], [0.74837, 3.35865, 3.17091], [-1.72167, 0.75856, 2.93482], [-1.93637, 2.06209, 2.37018], [-2.62847, 3.08076, 3.12371], [-4.10154, 3.65281, 2.84902], [-2.04182, 3.63391, 4.03457], [-2.11727, 2.11904, 0.91983], [-0.77510, 2.08937, 0.05110], [-3.18314, 2.14537, 0.31159], [-2.86147, -0.22542, 3.14659], [-4.16474, -0.04438, 2.47953], [-4.14343, -0.81374, 1.06378], [-5.21570, -0.98055, 0.52206], [-2.49995, -1.23114, 3.92791], [-3.49515, -2.39685, 4.24447], [-4.10124, -2.36458, 6.01018], [-5.68168, -3.35823, 5.86836], [-6.80869, -2.62640, 5.01832], [-0.96560, -1.09298, 4.41098], [-0.50910, -1.65803, 5.80157], [-0.70593, -3.22019, 6.07588], [0.62623, -4.11716, 5.83271], [0.14574, -5.53581, 5.24620], [1.33825, -6.47481, 4.78620], [1.40643, -6.46314, 3.27294], [-0.18472, -1.92154, 3.31066], [1.38636, -1.56301, 3.23000], [1.99762, -2.68053, 2.24326], [3.43446, -2.85456, 2.48023], [4.15846, -2.05181, 1.54906], [5.06696, -0.83225, 2.00255], [4.13515, -2.30446, 0.35546], [-3.56881, 1.38718, 7.10648], [1.09321, 0.64266, 5.18438], [0.11695, 2.15780, 5.31412], [0.87824, 1.41545, 2.38204], [2.97230, 1.51715, 4.54157], [3.19080, 1.40323, 2.68883], [3.06141, 3.01396, 3.49723], [-1.11393, 0.24811, 2.10673], [-3.93810, 4.72120, 2.48178], [-4.63490, 3.11376, 2.00031], [-4.66080, 3.60587, 3.82585], [-0.96530, 2.26594, -1.03977], [-0.28235, 1.09695, 0.28895], [-0.10996, 2.88266, 0.52876], [-4.42846, 1.01862, 2.23664], [-5.01950, -0.49651, 3.07439], [-3.18913, -1.15032, 0.54916], [-4.42050, -2.41179, 3.60237], [-2.92954, -3.36079, 3.99218], [-6.06930, -3.68979, 6.87057], [-5.38892, -4.28783, 5.28697], [-7.45200, -2.00595, 5.72276], [-6.39489, -1.93736, 4.22124], [-7.50147, -3.34588, 4.48122], [0.61673, -1.46952, 5.86698], [-0.93310, -1.12971, 6.71053], [-0.94625, -3.34721, 7.18232], [-1.52578, -3.72232, 5.50102], [1.38596, -3.60030, 5.17154], [1.13691, -4.26677, 6.84183], [-0.60580, -5.35221, 4.36670], [-0.44071, -6.05825, 6.05987], [1.07403, -7.53478, 5.10885], [2.33322, -6.21944, 5.27121], [0.43962, -6.39832, 2.92072], [1.70032, -7.42791, 3.03515], [-0.23358, -3.04569, 3.44875], [-0.56307, -1.74365, 2.24350], [1.58508, -0.57864, 2.71936], [1.92241, -1.70760, 4.20867], [1.40462, -3.67706, 2.29809], [1.79569, -2.26859, 1.19165], [6.15269, -1.12261, 1.86633], [4.88273, 0.05824, 1.33610], [4.92363, -0.55327, 3.08349], [-1.43023, 6.17122, 1.19620], [-2.17864, 5.16173, 1.38336], [-0.11322, 5.81982, 1.12310], [-1.71468, 7.35816, 1.07894], [-0.30062, 4.87358, 1.25540], [-5.59659, 3.28236, 0.42062], [-1.16150, -4.35033, 3.38560], [6.28132, -5.29732, -4.60867], [6.71427, -3.82930, -4.67703], [8.27080, -4.12256, -3.98952], [8.40889, -4.79277, -2.70453], [9.17005, -4.77035, -4.94777], [5.55979, -3.25190, -3.54734], [5.84423, -2.78904, -2.21137], [4.24686, -3.88320, -3.57553], [7.16618, -2.11070, -4.87154], [6.85035, -1.64380, -6.23080], [8.41843, -1.50454, -4.43704], [9.46593, -4.90022, -2.44082], [7.95689, -5.78970, -2.69479], [7.97858, -4.20454, -1.89554], [9.13054, -4.25853, -5.91585], [8.90222, -5.81960, -5.11178], [10.20754, -4.72000, -4.60610], [5.90640, -3.62386, -1.49718], [5.05500, -2.11659, -1.86437], [6.76565, -2.20919, -2.15251], [4.24583, -4.83299, -3.01803], [3.93713, -4.08605, -4.60139], [3.48120, -3.22687, -3.14603], [7.54747, -2.05891, -6.96513], [6.87673, -0.55336, -6.29597], [5.83817, -1.95494, -6.51155], [9.27308, -1.83166, -5.03845], [8.63054, -1.70381, -3.38710], [8.35213, -0.41402, -4.52023], [-5.76386, 3.21433, -3.87759], [-7.51575, 3.24531, -3.71239], [-8.15404, 1.64108, -3.99809], [-8.20042, 4.37810, -4.86932], [-7.92434, 3.75421, -2.05932], [-11.29438, 2.73125, -9.26516], [-10.68688, 3.66874, -7.91225], [-10.65751, 5.37937, -8.34948], [-9.06099, 3.13988, -7.51565], [-11.73625, 3.44083, -6.52296], [2.61350, -4.90894, 1.10737], [-12.98163, 7.25516, -8.09016], [-13.42193, 6.35446, -8.76641], [-12.82740, 8.55031, -8.51366], [-12.29282, 9.57586, -7.65148], [-13.21144, 8.89701, -9.86469], [-12.65942, 7.09632, -7.05053], [-13.03673, 10.36982, -7.53780], [-11.38658, 9.98620, -8.10613], [-12.04875, 9.17060, -6.66991], [-14.27209, 8.67363, -10.00445], [-12.63155, 8.29268, -10.56739], [-13.03092, 9.95456, -10.05306], [10.93343, 1.09800, -2.78549], [9.71376, 1.69599, -2.10086], [9.05851, 2.75967, -2.96855], [10.10147, 2.27184, -0.85530], [11.69088, 1.86417, -2.97518], [11.40044, 0.34373, -2.14751], [10.66301, 0.63275, -3.73676], [8.99127, 0.90481, -1.88060], [9.75071, 3.58408, -3.16342], [8.19098, 3.18805, -2.46091], [8.73351, 2.34422, -3.92567], [10.74038, 2.97300, -1.03744]], "forces_ev_per_angstrom": [[-0.14, 0.07, -0.46], [1.12, 0.67, 0.55], [-1.71, 0.21, 1.75], [-0.90, 1.01, 0.04], [2.29, -0.84, 0.22], [-0.08, 0.78, 0.00], [-0.25, -1.75, 0.18], [2.38, -1.22, -1.20], [-1.76, -0.32, -0.25], [-0.36, 2.75, 1.91], [1.28, 0.33, 0.04], [-1.00, -1.66, -1.31], [0.50, -0.22, -2.73], [-0.29, 0.26, 2.09], [0.85, 0.25, 1.70], [0.11, -0.38, 0.73], [-0.43, -1.28, -1.07], [-2.00, 0.43, -0.27], [1.78, 0.13, 0.78], [-1.13, -0.27, 0.27], [0.47, -0.61, -0.76], [-0.36, -0.04, -0.05], [-0.28, -0.66, -2.06], [-0.48, 0.33, 0.56], [-1.12, -0.26, -1.11], [0.23, -0.39, 1.02], [0.96, -0.59, 0.52], [-1.03, -0.45, 0.26], [0.58, -0.04, 0.66], [-1.06, 0.04, 1.30], [0.72, -0.59, -1.15], [1.91, 1.19, -1.05], [-0.55, -1.56, -0.74], [-1.64, 1.71, -0.16], [-0.34, 0.12, -1.46], [1.97, 1.67, -1.57], [-0.22, -0.64, 0.88], [-1.06, -0.94, 2.15], [1.29, -0.53, -1.27], [-0.77, 0.70, -0.98], [0.36, -1.03, -0.96], [-0.29, 1.05, 1.07], [-0.31, 0.39, -1.26], [-0.66, 0.43, 1.01], [-0.56, -1.33, 0.07], [-0.59, 0.53, 1.16], [-0.08, -1.31, 0.61], [0.14, 0.03, 0.75], [0.41, -0.03, -1.20], [0.06, -0.30, 1.25], [-0.41, 0.97, -0.62], [-0.74, -0.95, -0.89], [0.75, -0.97, 0.56], [1.25, 0.63, -0.60], [-0.48, 0.35, 0.82], [1.12, 0.40, 0.43], [-0.45, 1.16, 0.46], [0.77, 0.64, -0.88], [-0.28, 0.90, 0.91], [0.83, -0.63, -1.02], [-0.35, -0.76, 0.97], [0.93, 0.65, 0.78], [-1.43, -0.11, -0.14], [0.21, -0.21, -1.50], [0.14, 0.31, -1.45], [0.78, 0.90, 0.50], [-0.85, -0.56, 0.42], [-0.51, 0.17, -1.33], [1.49, -0.26, 1.58], [0.80, 0.51, -0.68], [0.48, 1.25, -0.48], [-1.13, -0.17, -0.87], [0.25, 0.07, 0.50], [-0.16, 0.70, -0.08], [-0.78, 1.15, 0.30], [0.14, -0.14, 1.37], [0.03, -0.89, 0.89], [-0.57, 0.49, -0.99], [0.54, 1.47, 1.07], [0.54, -0.72, 1.03], [-1.27, 0.12, 0.06], [-0.03, -1.15, 0.59], [0.02, -0.33, -1.16], [0.30, 1.47, -0.25], [-0.99, -0.47, -0.11], [-0.16, -0.72, 0.04], [-0.42, -0.74, 0.15], [1.13, -0.06, 0.07], [0.10, 0.18, -0.91], [-0.58, -0.07, -1.56], [-0.88, 0.81, -3.38], [1.71, -0.85, 6.64], [1.03, 0.17, 0.41], [-0.29, -0.12, 0.21], [-0.06, 0.31, -0.31], [-1.81, -0.14, 0.29], [0.19, 0.83, -0.48], [0.24, -0.18, -0.16], [-0.06, 0.01, -2.70], [-0.46, 0.35, -0.04], [0.70, -0.35, 0.05], [-0.03, 0.03, -0.29], [0.01, -0.09, 0.02], [-0.16, 0.03, -0.07], [-0.06, -0.02, -0.02], [-0.01, 0.01, -0.03], [-0.11, 0.05, 0.11], [0.02, -0.15, 0.10], [-0.04, -0.07, -0.11], [0.11, -0.18, -0.11], [-0.09, -0.22, 0.01], [0.05, -0.18, 0.17], [0.22, 0.19, 0.05], [-0.01, 0.18, -0.08], [0.07, -0.08, 0.09], [0.02, -0.09, 0.03], [0.11, 0.10, 0.12], [-0.05, -0.27, -0.16], [-0.37, -0.08, -0.33], [-1.26, 0.02, 0.66], [-0.51, -0.14, -1.57], [0.74, 1.40, 0.67], [0.79, -0.96, 1.58], [0.84, -0.41, -0.42], [0.53, 0.86, 1.12], [0.01, -0.36, 0.15], [-0.11, -1.07, 0.33], [-1.36, 0.47, -0.48], [0.81, 0.32, -1.18], [0.43, -0.23, 0.72], [0.34, -0.61, 0.73], [-0.18, 0.52, -0.34], [0.00, 0.09, -0.21], [-0.11, -0.26, -0.03], [0.01, -0.09, 0.03], [0.04, 0.05, -0.08], [0.11, 0.11, 0.01], [-0.02, 0.11, 0.06], [-0.02, -0.07, -0.13], [0.06, -0.04, -0.13], [-0.11, -0.03, -0.04], [0.02, -0.09, 0.13], [0.03, -0.31, 0.06], [0.51, 0.55, -0.34], [-0.30, 0.00, 0.02], [-0.20, -0.20, 0.24], [-0.13, 0.04, -0.07], [-0.08, 0.01, -0.04], [0.07, 0.04, 0.01], [0.05, 0.07, 0.19], [0.06, -0.13, -0.06], [0.03, -0.08, -0.04], [0.03, 0.07, 0.01], [-0.10, -0.10, 0.01]]}